Here is a structure of composition C19H37CrNO4Si in a non-equilibrium geometry from the OMol25 dataset. Energies are from ωB97M-V/def2-TZVPD.

Last column: Löwdin spin population.
Atoms and positions in Å:
C 4.13952 0.29471 -2.63628  0.02
C 3.78221 1.63085 -2.23272  -0.01
C 2.39765 1.84316 -2.53773  0.03
C 1.88486 0.63278 -3.14157  0.00
C 2.95919 -0.33188 -3.17669  0.02
Cr 2.59249 0.18690 -1.04601  2.78
N 3.21925 -1.29284 -0.18544  0.09
C 3.78482 -0.61564 0.95980  0.02
C 3.54368 0.85547 0.64120  -0.03
H 1.84617 2.78166 -2.43742  0.01
H 4.46371 2.38078 -1.81765  0.00
H 0.91339 0.51229 -3.60651  0.00
H 2.88710 -1.33911 -3.59283  0.00
H 5.12868 -0.15521 -2.57922  0.00
H 4.48257 1.39480 0.44057  0.00
H 3.30964 -0.95807 1.89708  0.00
H 3.06730 -2.29393 -0.11896  0.01
H 2.94331 1.36521 1.40237  0.00
H 4.85236 -0.84589 1.11378  0.00
C -1.44319 2.95188 2.60075  0.00
C -0.57661 1.69480 2.54743  0.00
C 0.79709 1.94692 3.16381  0.00
C -1.27597 0.58894 3.32121  0.00
O -0.38349 1.36541 1.14796  0.00
Si -0.59450 0.05647 0.16244  0.01
O 0.65613 -0.12824 -0.79525  0.05
O -0.92516 -1.18770 1.19302  0.00
C -1.28272 -2.58483 1.09148  0.00
C -0.01757 -3.40274 1.33212  0.00
C -2.33647 -2.87052 2.16002  0.00
C -1.86180 -2.91877 -0.27340  0.00
O -2.03421 0.25942 -0.62122  0.00
C -2.33068 0.63842 -1.99697  0.00
C -1.87538 -0.45803 -2.95046  0.00
C -3.84968 0.82840 -2.01706  0.00
C -1.62042 1.93146 -2.37344  0.00
H -1.55338 3.27241 3.64701  0.00
H -2.44437 2.74612 2.19524  0.00
H -0.99423 3.77469 2.03080  0.00
H 0.67954 2.26746 4.20995  0.00
H 1.39985 1.02669 3.15568  0.00
H 1.33832 2.73430 2.62292  0.00
H -2.26790 0.37659 2.90318  0.00
H -0.67667 -0.32849 3.35677  0.00
H -1.42549 0.92167 4.36374  0.00
H 0.42434 -3.16146 2.30854  0.00
H -0.25461 -4.47708 1.32145  0.00
H 0.72356 -3.20239 0.54548  0.00
H -3.25472 -2.30008 1.95811  0.00
H -2.58256 -3.94397 2.14323  0.00
H -1.97802 -2.60578 3.16268  0.00
H -2.77968 -2.34906 -0.46895  0.00
H -1.13225 -2.75332 -1.07611  0.00
H -2.12905 -3.98836 -0.29485  0.00
H -2.37001 -1.41544 -2.74066  0.00
H -2.13779 -0.17788 -3.98216  0.00
H -0.78416 -0.58586 -2.90565  0.00
H -4.13059 1.63764 -1.32710  0.00
H -4.20347 1.08874 -3.02643  0.00
H -4.35965 -0.08934 -1.69197  0.00
H -1.90169 2.74606 -1.69437  0.00
H -0.52889 1.80314 -2.36195  0.00
H -1.91972 2.22566 -3.39278  0.00

Net charge: -1
E: -66288.6504 eV
HOMO energy (spin up / spin down): -2.98 / -3.73 eV
Spin multiplicity: 4
Kohn-Sham gap (spin up / spin down): 5.86 / 6.60 eV
Lowest unoccupied orbital energy (spin up / spin down): 2.88 / 2.88 eV